Record 1
ORCA calculation (wB97M-V/def2-TZVPD) on a cluster of 3 separate species, C2H9NO2 in total at a distorted geometry.

- Charge: 0
- HOMO-LUMO gap: 0.30066 Ha
- LUMO energy: -0.5 eV
- E: -286.70553 a.u.
- Structure (SMILES): C=NC.O.O

```
14
Properties=species:S:1:pos:R:3:forces:R:3
C 2.245622 1.324102 -0.587910 -2.3 -2.1 -0.3
N 1.105918 0.845148 -0.194789 1.3 -1.1 -1.2
C 1.104046 -0.431466 0.536332 1.6 -0.6 1.2
H 2.377378 0.994106 -1.623830 0.3 2.4 -0.8
H 3.077164 1.569284 0.033928 0.9 -0.4 0.7
H 2.147204 -0.851664 0.819370 -1.3 1.1 -0.4
H 0.542161 -0.439058 1.443862 -0.7 0.0 0.6
H 0.698183 -1.199564 -0.158441 0.0 0.6 0.4
O -2.607095 -2.007336 0.085751 0.0 2.7 -0.7
H -2.380210 -1.036328 -0.246972 -0.9 -2.7 1.2
H -3.524748 -1.947330 0.426161 0.9 0.1 -0.4
O -1.958861 0.911252 -0.373617 0.2 0.4 0.8
H -1.026047 0.775085 -0.547872 0.8 -0.4 -0.9
H -1.800712 1.493768 0.388023 -0.9 -0.1 0.0
```
Forces are in eV/Å.


Record 2
ORCA calculation (wB97M-V/def2-TZVPD) on a cluster of 2 separate species, C2H9NO2 in total at a distorted geometry.

- Charge: 0
- HOMO-LUMO gap: 0.38260 Ha
- LUMO energy: 0.8 eV
- E: -286.80866 a.u.
- Structure (SMILES): NCCO.O

```
14
Properties=species:S:1:pos:R:3:forces:R:3
N 0.685310 0.712878 -1.547346 -0.1 0.0 -0.5
C 1.046939 0.447806 -0.150276 1.2 0.6 -0.6
C 0.663081 -0.968447 0.210171 -1.1 0.6 1.6
O 0.210648 -1.056167 1.585561 0.1 0.3 -0.6
H 0.978176 -0.038021 -2.165393 0.0 -0.1 0.2
H 1.144203 1.530688 -1.931537 -0.1 0.1 0.3
H 0.548007 1.184681 0.476706 -0.4 -0.2 0.1
H 2.116849 0.638341 0.033044 -0.1 -0.2 0.1
H 1.476730 -1.674504 0.146711 0.1 -0.2 -0.4
H -0.189489 -1.208715 -0.419405 0.1 -0.6 -0.4
H -0.598515 -0.520768 1.628788 0.2 -0.4 0.3
O -2.663851 0.036643 0.990921 0.3 0.1 -0.2
H -3.425986 0.582830 0.779350 -0.1 0.0 0.1
H -1.992107 0.332761 0.362711 -0.2 0.0 -0.1
```
Forces are in eV/Å.


Record 3
ORCA calculation (wB97M-V/def2-TZVPD) on a cluster of 3 separate species, C2H9NO2 in total at a distorted geometry.

- Charge: 0
- HOMO-LUMO gap: 0.39127 Ha
- LUMO energy: 0.9 eV
- E: -286.79338 a.u.
- Structure (SMILES): C=NC.O.O

```
14
Properties=species:S:1:pos:R:3:forces:R:3
C 0.710580 -0.269748 0.902519 0.6 -0.8 0.4
N 0.279801 0.851825 0.573286 -1.4 0.7 0.3
C 1.037728 1.956737 0.065621 0.8 -1.1 -1.0
H 0.012433 -1.000635 1.318265 -0.1 0.1 -0.2
H 1.740541 -0.644552 0.835348 0.2 0.4 0.0
H 2.069680 1.966210 0.428725 -0.1 0.5 0.3
H 0.483797 2.881074 0.115831 0.1 0.3 0.6
H 1.131301 1.776311 -1.000878 0.1 0.0 -0.4
O 0.229662 -2.400358 -1.293561 -0.4 0.2 0.3
H -0.486178 -3.045645 -1.282800 0.1 -0.1 -0.1
H -0.193104 -1.648604 -0.849668 0.1 -0.1 -0.2
O -2.314278 -0.461227 -0.168663 -0.1 0.0 -0.1
H -1.767350 0.336731 -0.192503 0.2 -0.1 0.2
H -2.934612 -0.298118 0.548477 0.0 -0.1 0.0
```
Forces are in eV/Å.


Record 4
ORCA calculation (wB97M-V/def2-TZVPD) on a cluster of 2 separate species, C2H9NO2 in total at a distorted geometry.

- Charge: 0
- HOMO-LUMO gap: 0.35346 Ha
- LUMO energy: 0.8 eV
- E: -286.79352 a.u.
- Structure (SMILES): CNCO.O

```
14
Properties=species:S:1:pos:R:3:forces:R:3
C 1.669541 -0.360853 0.535108 -0.3 -1.1 -0.8
N 0.953776 -0.467539 -0.735653 0.0 0.0 -1.5
C -0.437634 -0.704987 -0.858256 1.4 0.7 0.7
O -1.091554 0.608511 -0.904533 -0.5 -1.5 0.1
H 1.143240 0.210049 1.290577 -0.3 -0.1 0.2
H 2.660373 0.084854 0.426049 -0.2 0.0 -0.4
H 1.810434 -1.420638 0.795591 0.2 0.5 0.9
H 1.294333 0.010312 -1.555085 0.4 0.2 0.4
H -0.728850 -1.246912 -1.750603 0.3 0.1 -0.6
H -0.678865 -1.401320 -0.056614 -0.7 0.6 0.7
H -1.973117 0.377631 -1.213237 -0.4 0.5 -0.2
O -1.573765 1.353316 1.704208 0.4 0.4 1.8
H -0.951676 1.967926 1.310529 -0.1 -0.1 -0.4
H -2.096235 0.989650 1.011919 -0.2 -0.2 -1.0
```
Forces are in eV/Å.